Record 1
DFT (ωB97M-V/def2-TZVPD) results for C6H13N in the gas phase.

XYZ file:
```
20
Properties=species:S:1:pos:R:3
C -0.8748 -0.3799 -1.7223
C -0.1541 -0.7491 -0.6675
C -0.8058 -1.5675 0.4567
C -1.8498 -0.6786 1.1339
C 1.2128 -0.1910 -0.3995
C 1.1734 1.3665 -0.3990
N 1.2032 1.8733 1.0993
H -0.6383 0.3784 -2.4616
H -1.8437 -0.8567 -1.9520
H -0.1192 -1.9967 1.1668
H -1.2208 -2.4439 -0.0840
H -2.6841 -1.1147 1.7198
H -1.3864 0.0794 1.8037
H -2.1487 0.1384 0.4688
H 2.0797 -0.4931 -0.9941
H 1.4929 -0.3942 0.6502
H 0.2902 1.8204 -0.8110
H 2.1463 1.7902 -0.6729
H 2.0978 2.3194 1.2229
H 1.1396 1.1137 1.7611
```

Total energy = -7920.9444 eV
LUMO = 0.0391 Eh
HOMO = -8.97 eV
F_max = 3.9 eV Å⁻¹

Here are the Mulliken charges for atoms 1 to 2, given in e: -0.950 0.615

---

Record 2
DFT (ωB97M-V/def2-TZVPD) results for a molecular structure, C6H14.

XYZ file:
```
20
Properties=species:S:1:pos:R:3
C -1.0882 -0.6669 2.0679
C -0.8330 0.5279 1.1436
C -0.0443 0.1841 -0.1385
C 1.1086 1.0960 -0.2799
C -0.2774 -0.9608 -0.8481
C 0.9650 -1.6925 -1.3374
H -0.2610 -0.9621 2.7133
H -1.1672 -1.5151 1.3810
H -2.0196 -0.6812 2.6375
H -1.7674 0.9612 0.8091
H -0.2971 1.2807 1.7233
H 1.3281 0.1102 0.2788
H 1.6485 0.9598 -1.2178
H 1.1351 2.1035 0.0798
H -0.6229 2.8011 -1.9205
H -0.6243 3.1779 -1.2885
H -1.1050 -0.9505 -1.5475
H 1.4808 -1.3525 -2.2371
H 0.7493 -2.7498 -1.4949
H 1.6920 -1.6709 -0.5243
```

Total energy = -6443.8663 eV
LUMO = 0.0404 Eh
HOMO = -6.99 eV
F_max = 3.3 eV Å⁻¹

Here are the Mulliken charges for atoms 1 to 2, given in e: -1.103 -0.638

---

Record 3
DFT (ωB97M-V/def2-TZVPD) results for 2 unconnected molecules or ions with the total composition C4H8O2.

XYZ file:
```
14
Properties=species:S:1:pos:R:3
C 1.5262 0.6014 0.0983
C 0.8564 -0.6628 0.5699
C -0.5953 -0.8732 0.5586
O 0.0985 -0.6386 1.7681
H 0.8134 1.4304 0.0534
H 1.9637 0.4544 -0.8984
H 2.3363 0.8746 0.7815
H 1.4715 -1.5633 0.5423
H -1.0273 -1.8571 0.3460
H -1.2269 0.0033 0.4883
C -1.5531 0.5579 -1.0721
O -1.7775 1.5524 -0.4165
H -2.2797 -0.2736 -1.1992
H -0.6062 0.3941 -1.6203
```

Total energy = -8369.3304 eV
LUMO = 0.0239 Eh
HOMO = -10.13 eV
F_max = 1.4 eV Å⁻¹

Here are the Mulliken charges for atoms 1 to 2, given in e: -1.309 0.242

---

Record 4
DFT (ωB97M-V/def2-TZVPD) results for C5H9NOS in the gas phase.

XYZ file:
```
17
Properties=species:S:1:pos:R:3
C 2.2622 -0.3008 0.0453
C 0.1233 0.0133 1.1542
C -1.0279 0.7604 0.4499
C -0.8392 1.4870 -0.8455
C 0.3276 -1.6905 -0.5331
N 1.0092 -0.5092 0.0773
O 3.2154 0.3441 0.2391
S -2.3791 -0.4528 0.1551
H 0.6104 0.6292 1.7691
H -0.0508 -0.9433 1.7888
H -1.2755 1.5328 1.2940
H -0.3375 2.4468 -0.6049
H -1.7380 1.6702 -1.4400
H -0.2649 0.9528 -1.4816
H 0.7671 -2.6936 -0.2128
H -0.6504 -1.8118 -0.2099
H 0.2481 -1.4347 -1.6448
```

Total energy = -19698.6441 eV
LUMO (alpha / beta) = -0.0661 / -0.0946 Eh
HOMO (alpha / beta) = -6.75 / -6.22 eV
F_max = 4.2 eV Å⁻¹

Here are the Mulliken charges for atoms 1 to 2, given in e: 0.627 -1.249

---

Question: Among the records above, which one has the highest total energy?
Answer: C6H14

---

Question: What is the formula in the second record?
Answer: C6H14

---

Please write out number 1 again, unchanged.
DFT (ωB97M-V/def2-TZVPD) results for C6H13N in the gas phase.

XYZ file:
```
20
Properties=species:S:1:pos:R:3
C -0.8748 -0.3799 -1.7223
C -0.1541 -0.7491 -0.6675
C -0.8058 -1.5675 0.4567
C -1.8498 -0.6786 1.1339
C 1.2128 -0.1910 -0.3995
C 1.1734 1.3665 -0.3990
N 1.2032 1.8733 1.0993
H -0.6383 0.3784 -2.4616
H -1.8437 -0.8567 -1.9520
H -0.1192 -1.9967 1.1668
H -1.2208 -2.4439 -0.0840
H -2.6841 -1.1147 1.7198
H -1.3864 0.0794 1.8037
H -2.1487 0.1384 0.4688
H 2.0797 -0.4931 -0.9941
H 1.4929 -0.3942 0.6502
H 0.2902 1.8204 -0.8110
H 2.1463 1.7902 -0.6729
H 2.0978 2.3194 1.2229
H 1.1396 1.1137 1.7611
```

Total energy = -7920.9444 eV
LUMO = 0.0391 Eh
HOMO = -8.97 eV
F_max = 3.9 eV Å⁻¹

Here are the Mulliken charges for atoms 1 to 2, given in e: -0.950 0.615